A cluster of 18 separate species, C73H137N4O32 in total at a distorted geometry. Source: the Open Molecules 2025 dataset; level of theory: the ωB97M-V functional and the def2-TZVPD basis.

The geometry in ORCA input format:
```
! wB97M-V def2-TZVPD RIJCOSX def2/J DEFGRID3
* xyz 1 1
C 0.7553 4.0078 -1.2253
C 0.5494 2.8316 -0.2973
C 0.1682 1.5537 -1.0925
N -0.2526 0.3113 -0.2014
C -1.3056 0.7732 0.8168
C -2.0284 -0.4100 1.4917
C -2.3869 -1.5880 0.4838
C -1.3144 -2.0115 -0.5926
C -0.6619 -0.7770 -1.3027
C 0.9560 -0.3258 0.5382
H -0.0742 4.1485 -1.9182
H 1.5552 3.7282 -1.9109
H 1.1300 4.9368 -0.7955
H -0.1501 3.2384 0.4331
H 1.4288 2.6212 0.3114
H 0.9608 1.2171 -1.7608
H -0.7114 1.7739 -1.6975
H -2.0252 1.3637 0.2497
H -0.8746 1.3435 1.6396
H -2.9212 -0.1904 2.0771
H -1.4602 -0.7494 2.3578
H -3.3417 -1.3715 0.0047
H -2.5834 -2.4234 1.1558
H -1.8773 -2.6771 -1.2469
H -0.5058 -2.6445 -0.2269
H -1.4607 -0.3055 -1.8752
H 0.2317 -1.1769 -1.7820
H 1.4027 0.4866 1.1115
H 1.7214 -0.5508 -0.2044
H 0.7983 -1.1557 1.2272
O 1.3843 1.8023 3.3892
C 1.8750 1.4520 4.4389
O 2.6701 2.2245 5.1630
C 2.8238 3.6192 5.0111
C 2.0307 4.4178 6.0316
C 1.7350 0.0592 4.9825
H 2.7271 3.9306 3.9710
H 3.8775 3.8160 5.2091
H 2.1973 4.0567 7.0465
H 0.9580 4.3511 5.8501
H 2.1915 5.4792 5.8427
H 2.6783 -0.4693 4.8448
H 1.0681 -0.5354 4.3583
H 1.3507 -0.1654 5.9775
O 7.3648 4.6386 3.0011
C 6.5727 3.6749 2.8559
O 5.5155 3.6480 2.0067
C 5.2699 4.8304 1.2232
C 3.8139 4.7369 0.7255
C 6.5630 2.4188 3.7102
H 5.8656 4.9382 0.3168
H 5.3854 5.7177 1.8456
H 3.4551 5.6135 0.1863
H 3.1182 4.6121 1.5553
H 3.6279 3.9359 0.0100
H 5.9319 1.6280 3.3047
H 6.3072 2.6084 4.7526
H 7.5742 2.0147 3.7574
O -4.3964 -3.9231 5.2614
C -3.2212 -3.7255 4.8996
O -2.2549 -3.1278 5.5612
C -2.5028 -2.6702 6.7973
C -2.8270 -1.1871 6.7470
C -2.7457 -4.3051 3.5815
H -1.6049 -2.8041 7.4007
H -3.2784 -3.2270 7.3232
H -2.0883 -0.7004 6.1102
H -2.8693 -0.8543 7.7841
H -3.8150 -1.0567 6.3056
H -3.5539 -4.9849 3.3118
H -1.8480 -4.9081 3.7184
H -2.5643 -3.4385 2.9458
O 0.4379 7.2934 1.9541
C 0.9234 6.4792 2.7237
O 2.1606 6.6034 3.0569
C 2.8639 7.8302 3.0759
C 4.0972 7.6549 3.9745
C 0.3752 5.1181 2.9905
H 2.2783 8.6909 3.3989
H 3.2169 7.9722 2.0544
H 4.8344 6.9028 3.6932
H 3.8224 7.4440 5.0080
H 4.5441 8.6405 4.1046
H -0.5935 5.0256 2.4996
H 0.1454 4.9629 4.0446
H 1.0581 4.3452 2.6378
O 7.2689 -0.7945 -2.6318
C 6.0892 -1.2149 -2.6550
O 5.3161 -1.4453 -3.7701
C 5.9735 -1.4154 -4.9923
C 4.8922 -1.2141 -6.0392
C 5.3612 -1.4957 -1.3731
H 6.4491 -2.3618 -5.2499
H 6.7665 -0.6677 -5.0054
H 5.3267 -1.2542 -7.0380
H 4.4464 -0.2287 -5.9036
H 4.1356 -1.9955 -5.9687
H 4.9780 -2.5161 -1.3704
H 4.4164 -0.9831 -1.1923
H 6.0524 -1.3798 -0.5383
O -3.0779 4.1647 2.0877
C -4.0928 4.6428 1.7299
O -4.6444 4.3895 0.5937
C -4.1447 3.4772 -0.3603
C -3.1713 4.2512 -1.2594
C -4.7718 5.7803 2.5026
H -4.9085 3.0170 -0.9870
H -3.6944 2.5872 0.0793
H -2.6466 3.5231 -1.8779
H -2.4661 4.8318 -0.6647
H -3.8236 4.8505 -1.8947
H -5.1579 5.2755 3.3881
H -5.4978 6.2128 1.8142
H -4.0218 6.5118 2.8034
O -4.7486 -4.6643 -4.3096
C -3.8591 -4.3463 -5.0966
O -3.7738 -4.8215 -6.4239
C -4.7079 -5.8248 -6.8849
C -4.4692 -5.9185 -8.4029
C -2.6548 -3.5722 -4.7600
H -5.6483 -5.3300 -6.6422
H -4.6061 -6.7102 -6.2574
H -5.2480 -6.4781 -8.9210
H -3.6015 -6.4992 -8.7160
H -4.4655 -4.9169 -8.8329
H -1.9037 -3.6712 -5.5437
H -2.3000 -3.9437 -3.7987
H -2.8758 -2.5140 -4.6207
O -6.5200 -4.8697 0.1792
C -6.4888 -3.8391 0.8232
O -6.8960 -2.6053 0.4799
C -7.1952 -2.4051 -0.8425
C -5.8517 -2.1838 -1.5528
C -6.1063 -3.8827 2.2927
H -7.7789 -1.5131 -1.0699
H -7.7729 -3.2576 -1.1998
H -6.0608 -1.8860 -2.5802
H -5.1874 -3.0478 -1.5712
H -5.2331 -1.3855 -1.1428
H -6.9798 -3.6717 2.9096
H -5.3412 -3.1198 2.4368
H -5.5983 -4.8175 2.5297
O -2.2770 -5.5636 -0.5641
C -1.9112 -6.4062 0.2944
O -0.7236 -6.4082 0.9764
C 0.1754 -5.3747 0.7283
C 1.6455 -5.7877 1.2260
C -2.7728 -7.5264 0.7485
H -0.1084 -4.4164 1.1634
H 0.2913 -5.2416 -0.3473
H 2.4475 -5.0693 1.0563
H 1.8121 -6.6747 0.6148
H 1.7095 -6.1215 2.2616
H -2.4660 -8.2961 0.0404
H -3.8351 -7.3608 0.9279
H -2.2847 -7.8990 1.6491
O 3.9773 -2.7729 0.9575
C 4.3684 -2.2729 1.9840
O 5.1205 -2.8565 2.9721
C 5.6488 -4.2508 2.9285
C 6.6489 -4.4905 4.0057
C 4.0378 -0.8563 2.3888
H 6.2277 -4.3869 2.0150
H 4.8592 -4.9956 2.8290
H 6.2611 -4.5980 5.0187
H 7.4238 -3.7279 4.0838
H 7.1133 -5.4645 3.8514
H 4.7759 -0.4675 3.0902
H 3.0490 -0.9024 2.8453
H 4.0075 -0.1550 1.5549
C 0.1867 -1.6482 -6.4091
C 0.3337 -0.2119 -7.0871
C 0.9360 0.8028 -6.1217
C -0.0111 1.1768 -5.1055
N -0.7777 1.4600 -4.3089
H 0.9293 -1.8329 -5.6328
H 0.0264 -2.4286 -7.1530
H -0.7274 -1.6403 -5.8155
H -0.6011 0.1874 -7.4806
H 1.0773 -0.3243 -7.8761
H 1.2822 1.7666 -6.4950
H 1.8010 0.4498 -5.5601
C 3.1416 -3.6244 5.8644
C 2.7070 -4.9454 5.2467
C 1.2600 -4.8485 4.7784
C 0.9096 -3.8271 3.7726
N 0.6091 -3.0408 3.0415
H 3.2791 -2.8905 5.0702
H 4.0942 -3.7990 6.3645
H 2.4583 -3.1967 6.5981
H 2.7725 -5.7218 6.0088
H 3.3665 -5.2416 4.4310
H 0.7685 -4.5751 5.7121
H 0.9913 -5.8528 4.4510
C 0.2079 -4.3417 -3.1126
C 1.5914 -4.3826 -2.3594
C 2.6904 -3.5108 -3.1293
C 2.4120 -2.1078 -3.2945
N 2.1632 -0.9993 -3.4669
H -0.5676 -4.8667 -2.5549
H 0.2682 -4.8697 -4.0642
H -0.1149 -3.3007 -3.1280
H 1.8550 -5.4265 -2.1895
H 1.5251 -3.8630 -1.4035
H 2.7734 -3.9603 -4.1188
H 3.6839 -3.5515 -2.6828
C 2.0818 7.9804 -1.5775
C 0.6752 8.4668 -1.3484
O -0.0383 7.8224 -2.3698
C 0.6572 6.8845 -2.9849
O 0.1645 6.1061 -3.7734
O 1.9684 6.8771 -2.5010
H 2.4311 7.6527 -0.5984
H 2.7462 8.7748 -1.9174
H 0.5962 9.5241 -1.6017
H 0.3047 8.2278 -0.3515
C -7.0835 0.5148 1.5927
C -7.1867 2.0134 1.9440
O -6.2000 2.2167 2.9632
C -5.3101 1.1974 2.9895
O -4.2728 1.2191 3.6619
O -5.8058 0.1959 2.1895
H -7.1840 0.2199 0.5482
H -7.9690 0.1175 2.0888
H -8.1847 2.0977 2.3741
H -7.0558 2.7063 1.1128
C -6.1824 0.1539 -4.5506
C -6.1721 1.6728 -4.3931
O -5.5148 1.8485 -3.1644
C -4.7248 0.8413 -3.0061
O -3.8455 0.7737 -2.1632
O -4.9961 -0.1403 -3.9008
H -6.1178 -0.1241 -5.6026
H -7.0574 -0.2843 -4.0706
H -7.2041 2.0225 -4.3628
H -5.5895 2.1083 -5.2049
C 4.3817 3.2399 -4.4600
C 3.0244 3.9538 -4.5619
O 2.8474 3.9800 -5.9302
C 4.0139 4.0594 -6.5400
O 4.2870 4.6439 -7.5674
O 4.9015 3.4899 -5.7424
H 4.2260 2.1943 -4.1945
H 4.9178 3.7869 -3.6845
H 2.9685 4.9759 -4.1875
H 2.2485 3.3824 -4.0524
*
```

Results
- calculated total energy (eV) = -149395.99562
- LUMO energy (hartree) = -0.048